C4H7N3O in the gas phase, computed with ωB97M-V with the def2-TZVPD basis set.

Output
charge: 0
M: 113.120 g/mol
energy above the lowest of the compared OMol25 structures with the same formula, charge and spin: 486.8 kJ/mol
frontier orbital gap: 0.3443 Ha
E_HOMO: -8.65 eV

Each line ends with the natural charge from an NBO analysis.
Geometry (Å):
C 2.571 -0.173 0.000  -0.647
C 1.044 -0.032 -0.163  0.445
C -1.836 0.436 0.162  -0.324
C -1.857 -0.996 -0.224  -0.018
H 2.687 -0.588 0.961  0.219
H 3.039 0.713 0.061  0.223
H 3.259 -0.774 -0.692  0.228
H -1.010 2.309 -0.086  0.364
H -1.657 0.225 1.232  0.211
H -2.804 0.995 -0.032  0.225
H -2.850 -1.431 -0.007  0.211
N 0.488 1.090 -0.302  -0.290
N -0.798 1.301 -0.424  -0.411
N -0.768 -1.730 -0.292  -0.087
O 0.492 -1.345 -0.195  -0.349